(1)
{"formula": "C48H90O18", "method": "wB97M-V/def2-TZVPD", "symbols": ["C", "C", "C", "O", "C", "O", "O", "H", "H", "H", "H", "H", "H", "C", "C", "C", "O", "C", "O", "O", "H", "H", "H", "H", "H", "H", "C", "C", "C", "O", "C", "O", "O", "H", "H", "H", "H", "H", "H", "C", "C", "C", "O", "C", "H", "H", "H", "H", "H", "H", "H", "H", "C", "C", "C", "O", "C", "H", "H", "H", "H", "H", "H", "H", "H", "C", "C", "C", "O", "C", "H", "H", "H", "H", "H", "H", "H", "H", "C", "C", "C", "O", "C", "H", "H", "H", "H", "H", "H", "H", "H", "C", "C", "C", "O", "C", "H", "H", "H", "H", "H", "H", "H", "H", "C", "C", "C", "O", "C", "H", "H", "H", "H", "H", "H", "H", "H", "C", "C", "C", "O", "C", "H", "H", "H", "H", "H", "H", "H", "H", "C", "C", "C", "O", "C", "H", "H", "H", "H", "H", "H", "H", "H", "C", "C", "C", "O", "C", "H", "H", "H", "H", "H", "H", "H", "H"], "xyz": [[10.680, 7.924, 19.140], [11.846, 7.644, 18.239], [12.766, 8.893, 18.050], [14.074, 8.431, 18.345], [14.008, 7.104, 18.690], [14.956, 6.446, 18.855], [12.761, 6.673, 18.738], [10.098, 8.727, 18.770], [11.065, 8.227, 20.105], [10.070, 7.027, 19.156], [11.602, 7.346, 17.193], [12.400, 9.696, 18.781], [12.741, 9.342, 16.988], [19.073, 10.720, 16.909], [19.397, 10.168, 15.546], [18.770, 8.727, 15.402], [18.348, 8.778, 14.021], [18.285, 10.026, 13.580], [17.851, 10.377, 12.528], [18.718, 10.922, 14.487], [18.034, 10.742, 17.265], [19.489, 11.688, 17.080], [19.579, 10.055, 17.672], [20.516, 10.107, 15.328], [17.904, 8.562, 16.037], [19.422, 7.865, 15.444], [10.564, 15.856, 21.245], [10.640, 14.972, 20.031], [12.096, 14.722, 19.591], [11.940, 13.444, 18.978], [10.940, 12.775, 19.572], [10.828, 11.616, 19.467], [10.224, 13.655, 20.310], [11.119, 15.601, 22.142], [9.507, 16.067, 21.438], [11.069, 16.793, 20.982], [10.061, 15.338, 19.186], [12.796, 14.686, 20.440], [12.445, 15.408, 18.833], [14.717, 8.222, 13.618], [13.335, 8.635, 13.189], [12.447, 8.335, 14.432], [13.128, 7.261, 15.127], [14.522, 7.394, 14.908], [15.222, 9.102, 14.025], [15.334, 7.792, 12.841], [12.984, 8.009, 12.405], [13.392, 9.682, 12.863], [11.485, 7.899, 14.075], [12.251, 9.288, 15.003], [14.915, 6.386, 14.863], [15.019, 7.882, 15.732], [15.058, 10.512, 10.266], [14.822, 11.657, 11.270], [14.936, 12.920, 10.466], [14.440, 12.577, 9.198], [14.569, 11.166, 8.940], [14.513, 9.613, 10.503], [16.157, 10.348, 10.229], [15.503, 11.615, 12.139], [13.828, 11.519, 11.664], [15.961, 13.282, 10.443], [14.280, 13.690, 10.881], [15.276, 11.146, 8.086], [13.607, 10.819, 8.559], [17.257, 14.360, 13.075], [18.000, 15.366, 12.188], [18.344, 16.470, 13.174], [18.694, 15.764, 14.328], [17.967, 14.571, 14.428], [17.183, 13.272, 12.824], [16.218, 14.728, 13.146], [17.414, 15.721, 11.333], [18.981, 14.975, 11.887], [17.555, 17.193, 13.385], [19.221, 17.021, 12.845], [17.298, 14.621, 15.258], [18.705, 13.717, 14.463], [9.966, 10.587, 11.005], [10.877, 11.764, 10.934], [11.012, 12.237, 12.426], [10.303, 11.226, 13.215], [9.291, 10.746, 12.394], [10.525, 9.645, 10.996], [9.235, 10.511, 10.172], [10.406, 12.613, 10.430], [11.830, 11.557, 10.483], [10.592, 13.238, 12.663], [12.049, 12.189, 12.766], [8.464, 11.467, 12.274], [8.876, 9.761, 12.746], [17.119, 9.891, 21.754], [16.268, 10.032, 20.519], [15.845, 11.520, 20.573], [15.790, 11.873, 21.926], [16.928, 11.195, 22.527], [18.144, 9.737, 21.523], [16.788, 9.092, 22.328], [15.389, 9.367, 20.539], [16.898, 9.797, 19.605], [14.904, 11.878, 20.143], [16.662, 12.100, 20.047], [16.654, 10.951, 23.584], [17.801, 11.875, 22.569], [14.051, 17.276, 15.327], [13.048, 16.376, 14.613], [12.041, 16.073, 15.765], [12.563, 16.600, 16.958], [13.238, 17.779, 16.510], [14.410, 18.045, 14.664], [14.925, 16.722, 15.690], [13.450, 15.466, 14.180], [12.612, 16.998, 13.824], [11.981, 15.030, 15.918], [10.998, 16.458, 15.550], [13.915, 18.010, 17.331], [12.576, 18.616, 16.385], [9.282, 11.101, 16.892], [8.140, 11.340, 17.859], [8.097, 12.884, 18.057], [9.376, 13.318, 17.619], [9.755, 12.501, 16.535], [8.967, 10.599, 15.957], [10.098, 10.550, 17.316], [8.370, 10.878, 18.827], [7.183, 10.901, 17.510], [7.991, 13.086, 19.149], [7.356, 13.414, 17.421], [10.856, 12.540, 16.381], [9.196, 12.738, 15.635], [15.372, 12.328, 16.640], [13.847, 12.488, 16.696], [13.475, 12.218, 15.223], [14.319, 11.143, 14.808], [15.593, 11.445, 15.389], [15.811, 11.754, 17.429], [15.961, 13.252, 16.532], [13.581, 13.472, 17.024], [13.288, 11.839, 17.454], [13.695, 13.100, 14.602], [12.422, 11.942, 15.149], [16.307, 12.028, 14.796], [16.124, 10.499, 15.676], [17.720, 14.954, 19.537], [16.196, 15.112, 19.707], [15.705, 15.978, 18.565], [16.744, 15.790, 17.647], [17.978, 15.923, 18.385], [17.927, 13.944, 19.264], [18.361, 15.176, 20.425], [16.039, 15.556, 20.712], [15.776, 14.107, 19.793], [15.698, 17.068, 18.801], [14.734, 15.679, 18.147], [18.131, 16.928, 18.741], [18.792, 15.671, 17.709]], "mulliken_charge": [-1.291, 0.635, 1.223, -0.239, 0.345, -0.552, -0.404, 0.143, 0.392, 0.455, 0.166, -0.038, -0.943, -1.216, 0.477, -0.344, -0.369, 0.600, -0.539, -0.142, -0.081, 0.501, 0.415, 0.362, 0.027, 0.390, -1.671, 0.840, -0.359, 0.922, -0.282, -0.399, -0.450, 0.387, 0.394, 0.387, 0.236, 0.188, -0.014, 0.755, 0.039, 0.602, -0.505, -0.614, -1.032, 0.686, 0.662, -0.928, 0.474, -0.785, 0.456, 0.053, -0.451, 2.976, -0.354, -0.505, -0.647, 0.237, 0.331, -0.992, -1.766, 0.429, 0.159, 0.321, 0.226, 0.664, -0.584, -0.573, -0.484, 0.833, -0.277, -0.284, 0.355, 0.329, 0.219, 0.331, -0.560, 0.046, -0.720, 0.046, 0.698, -0.108, -0.647, 0.230, 0.363, 0.441, -0.379, 0.230, -0.770, 0.305, 0.383, -0.768, 0.608, 0.555, -0.450, -0.484, 0.273, 0.365, -0.025, -0.137, -0.099, -0.454, 0.284, 0.258, 0.182, -0.180, 0.685, -0.330, -0.798, 0.511, -0.387, -0.248, 0.431, -0.744, 0.252, 0.310, 0.350, 0.801, -0.755, -0.537, -0.292, 0.530, 0.689, -1.087, 0.208, 0.430, 0.266, 0.335, -0.940, 0.221, 1.084, 2.059, 0.013, 0.710, 1.114, -0.601, -0.880, -0.440, -0.915, -0.432, -0.483, -0.828, -0.387, -0.317, 0.658, 0.508, -0.274, -0.618, -0.028, 0.405, 0.528, -0.844, 0.129, -0.687, 0.282, 0.348], "smiles": "C[C@H]1COC(=O)O1.C[C@H]1COC(=O)O1.C[C@H]1COC(=O)O1.C1CCOC1.C1CCOC1.C1CCOC1.C1CCOC1.C1CCOC1.C1CCOC1.C1CCOC1.C1CCOC1.C1CCOC1", "total_energy_ha": -3237.10738}



(2)
{"formula": "C48H95Br2FIN6O3", "method": "wB97M-V/def2-TZVPD", "symbols": ["C", "C", "O", "N", "C", "C", "C", "C", "N", "C", "C", "C", "C", "F", "C", "O", "C", "C", "C", "O", "C", "C", "C", "C", "C", "C", "C", "I", "C", "Br", "C", "C", "Br", "H", "H", "H", "H", "H", "H", "H", "H", "H", "H", "H", "H", "H", "H", "H", "H", "H", "H", "H", "H", "H", "H", "H", "H", "H", "H", "H", "H", "H", "H", "H", "H", "H", "H", "H", "C", "C", "N", "C", "C", "C", "C", "H", "H", "H", "H", "H", "H", "H", "H", "H", "H", "H", "H", "H", "H", "H", "C", "C", "N", "C", "C", "C", "C", "H", "H", "H", "H", "H", "H", "H", "H", "H", "H", "H", "H", "H", "H", "H", "C", "C", "N", "C", "C", "C", "C", "H", "H", "H", "H", "H", "H", "H", "H", "H", "H", "H", "H", "H", "H", "H", "C", "C", "N", "C", "C", "C", "C", "H", "H", "H", "H", "H", "H", "H", "H", "H", "H", "H", "H", "H", "H", "H"], "xyz": [[8.011, -2.893, 1.794], [6.623, -2.085, 1.927], [5.928, -2.240, 2.973], [6.256, -1.199, 0.825], [4.783, -1.275, 0.581], [3.988, -0.232, 1.506], [2.689, 0.263, 0.646], [1.392, -0.707, 0.904], [0.292, 0.176, 1.409], [-0.280, 1.143, 0.413], [-0.587, 0.570, -1.051], [0.470, 1.153, -2.157], [1.114, -0.084, -2.994], [0.125, -0.860, -3.678], [-1.597, 1.928, 0.887], [-2.591, 0.939, 1.240], [-2.081, 0.356, 2.494], [-3.327, -0.397, 3.164], [-4.747, 0.003, 2.448], [-5.232, 1.166, 2.555], [-5.516, -1.163, 1.660], [-6.481, -2.049, 2.512], [-7.212, -3.204, 1.789], [-6.935, -3.400, 0.271], [-5.993, -2.519, -0.584], [-5.244, -1.353, 0.142], [-0.769, -0.552, 2.246], [-1.335, -2.373, 1.131], [-0.163, -1.112, 3.662], [-0.906, -2.933, 4.171], [-0.404, -0.153, 4.928], [0.560, 1.140, 4.815], [0.278, -1.166, 6.540], [7.915, -3.724, 1.002], [8.833, -2.134, 1.534], [8.226, -3.397, 2.804], [6.693, -1.471, -0.069], [4.327, -2.313, 0.775], [4.625, -1.039, -0.540], [3.682, -0.631, 2.528], [4.653, 0.709, 1.602], [2.930, 0.304, -0.484], [2.503, 1.343, 0.975], [1.761, -1.500, 1.630], [1.207, -1.226, -0.087], [0.759, 0.784, 2.127], [0.525, 1.963, 0.270], [-1.622, 0.879, -1.461], [-0.537, -0.562, -1.161], [1.360, 1.688, -1.683], [-0.020, 1.880, -2.890], [1.717, -0.700, -2.221], [1.909, 0.357, -3.705], [-1.427, 2.753, 1.655], [-1.998, 2.460, -0.058], [-1.872, 1.285, 3.156], [-3.264, -1.529, 3.222], [-3.456, -0.028, 4.254], [-6.609, -1.858, 3.641], [-7.899, -3.859, 2.418], [-7.475, -4.270, -0.233], [-5.767, -2.671, -1.691], [-4.493, -0.642, -0.361], [0.979, -1.289, 3.627], [-1.487, 0.085, 5.171], [0.928, 1.446, 5.858], [0.119, 2.005, 4.218], [1.509, 0.772, 4.260], [6.738, 1.369, -3.583], [8.051, 1.014, -2.893], [8.657, -0.221, -3.382], [9.741, -0.710, -2.529], [10.991, 0.159, -2.405], [8.915, -0.289, -4.816], [9.804, 0.790, -5.434], [6.024, 0.541, -3.526], [6.285, 2.236, -3.095], [6.887, 1.628, -4.634], [7.824, 0.899, -1.826], [8.736, 1.866, -2.975], [10.037, -1.712, -2.863], [9.335, -0.863, -1.521], [11.605, 0.113, -3.304], [11.610, -0.205, -1.580], [10.753, 1.204, -2.194], [7.951, -0.268, -5.337], [9.329, -1.272, -5.066], [9.544, 1.794, -5.092], [9.691, 0.779, -6.521], [10.860, 0.613, -5.224], [-13.496, 1.140, 2.468], [-12.012, 1.311, 2.161], [-11.134, 0.702, 3.154], [-9.739, 1.117, 3.023], [-8.998, 0.720, 1.749], [-11.340, -0.718, 3.411], [-11.230, -1.681, 2.229], [-13.737, 1.503, 3.470], [-14.091, 1.712, 1.752], [-13.810, 0.096, 2.391], [-11.817, 2.390, 2.134], [-11.813, 0.933, 1.151], [-9.174, 0.752, 3.891], [-9.703, 2.210, 3.108], [-8.739, -0.340, 1.746], [-8.057, 1.275, 1.684], [-9.570, 0.945, 0.846], [-12.335, -0.843, 3.855], [-10.655, -1.048, 4.200], [-11.763, -1.324, 1.346], [-11.666, -2.647, 2.502], [-10.190, -1.869, 1.956], [-4.414, -0.529, -4.911], [-4.196, -1.907, -5.527], [-5.371, -2.768, -5.462], [-5.079, -4.167, -5.773], [-4.600, -4.494, -7.185], [-6.592, -2.237, -6.058], [-6.551, -1.835, -7.531], [-4.775, -0.609, -3.882], [-3.469, 0.022, -4.890], [-5.123, 0.068, -5.491], [-3.382, -2.379, -4.964], [-3.834, -1.783, -6.554], [-5.964, -4.775, -5.549], [-4.316, -4.516, -5.068], [-5.413, -4.447, -7.910], [-4.211, -5.516, -7.213], [-3.796, -3.833, -7.517], [-6.901, -1.360, -5.478], [-7.410, -2.952, -5.910], [-5.664, -1.250, -7.782], [-7.423, -1.217, -7.766], [-6.594, -2.704, -8.189], [8.039, 5.569, 4.635], [8.296, 4.192, 4.031], [7.132, 3.314, 4.059], [7.452, 1.920, 3.762], [7.983, 1.596, 2.367], [5.924, 3.825, 3.421], [6.009, 4.224, 1.948], [7.641, 5.488, 5.650], [8.975, 6.132, 4.685], [7.340, 6.154, 4.032], [9.097, 3.733, 4.622], [8.690, 4.318, 3.016], [6.568, 1.299, 3.958], [8.196, 1.582, 4.492], [7.193, 1.631, 1.616], [8.386, 0.579, 2.355], [8.789, 2.267, 2.060], [5.584, 4.699, 3.987], [5.113, 3.098, 3.544], [6.895, 4.820, 1.725], [5.136, 4.829, 1.682], [6.001, 3.352, 1.291]], "mulliken_charge": [-1.095, 0.516, -0.577, 0.067, -0.924, 0.268, -0.511, -1.072, 0.560, 0.281, -0.656, -0.718, -0.147, -0.300, -1.274, -0.196, 0.374, -0.784, -0.019, -0.592, 0.598, -0.308, -0.483, -0.498, -0.530, -0.232, -1.450, 0.335, -0.167, -0.020, 0.033, -0.725, -0.037, 0.315, 0.257, 0.319, 0.234, 0.210, 0.478, 0.360, -0.431, 0.075, 0.343, 0.575, 0.476, 0.551, 0.439, 0.436, 0.217, 0.338, 0.386, 0.057, 0.322, 0.314, 0.531, 0.322, 0.230, 0.385, 0.299, 0.397, 0.324, 0.414, 0.360, 0.639, 0.330, 0.444, 0.179, 0.172, -1.563, -0.182, 0.143, -0.238, -1.084, -0.694, -0.947, 0.339, 0.445, 0.337, 0.343, 0.218, 0.427, -0.077, 0.236, 0.453, 0.254, 0.368, 0.343, 0.251, 0.371, 0.262, -1.434, -0.302, 0.161, -0.879, -0.415, -0.692, -0.681, 0.328, 0.434, 0.296, 0.434, 0.258, 0.319, 0.388, -0.128, 0.298, 0.311, 0.342, 0.318, 0.229, 0.396, 0.029, -1.291, -0.449, 0.243, -0.661, -1.016, -0.723, -0.973, 0.207, 0.415, 0.317, 0.471, 0.236, 0.362, 0.353, 0.222, 0.398, 0.275, 0.355, 0.375, 0.246, 0.376, 0.261, -1.422, -0.300, 0.148, -0.926, -0.443, -0.628, -0.882, 0.330, 0.437, 0.289, 0.444, 0.254, 0.341, 0.381, -0.104, 0.206, 0.392, 0.372, 0.254, 0.285, 0.388, 0.152], "total_energy_ha": -7985.13695, "total_charge": 1}